{
  "formula": "C22H59N3O11",
  "method": "ωB97M-V/def2-TZVPD",
  "e_homo_ev": -8.37,
  "smiles": "COCCNCCOC.COCCNCCOC.COCCNCCOC.OCCO.OCCO.O",
  "max_force_ev_per_a": 4.12,
  "relative_energy_kcal_mol": 133.81,
  "lumo_energy_ev": 0.29,
  "total_energy_ha": -1865.1220,
  "spin_multiplicity": 1,
  "elements": ["C", "O", "C", "C", "N", "C", "C", "O", "C", "H", "H", "H", "H", "H", "H", "H", "H", "H", "H", "H", "H", "H", "H", "H", "C", "O", "C", "C", "N", "C", "C", "O", "C", "H", "H", "H", "H", "H", "H", "H", "H", "H", "H", "H", "H", "H", "H", "H", "C", "O", "C", "C", "N", "C", "C", "O", "C", "H", "H", "H", "H", "H", "H", "H", "H", "H", "H", "H", "H", "H", "H", "H", "O", "C", "C", "O", "H", "H", "H", "H", "H", "H", "O", "C", "C", "O", "H", "H", "H", "H", "H", "H", "O", "H", "H"],
  "coordinates": [[9.485, 4.601, 2.212], [8.424, 4.915, 3.181], [7.237, 5.581, 2.623], [6.155, 5.291, 3.683], [6.099, 3.856, 3.926], [5.443, 3.147, 2.717], [3.920, 3.387, 2.511], [3.283, 2.488, 1.535], [1.930, 2.439, 1.520], [10.325, 5.212, 2.543], [9.343, 5.002, 1.208], [9.552, 3.523, 2.068], [6.867, 5.141, 1.697], [7.251, 6.670, 2.584], [5.218, 5.846, 3.716], [6.662, 5.741, 4.537], [7.092, 3.711, 4.035], [5.557, 2.093, 2.968], [6.069, 3.190, 1.826], [4.004, 4.443, 2.253], [3.297, 3.391, 3.406], [1.477, 3.429, 1.555], [1.367, 2.098, 2.389], [1.334, 2.018, 0.711], [-1.331, -10.371, -2.354], [-1.423, -8.912, -2.392], [-0.136, -8.271, -2.152], [-0.049, -6.745, -2.509], [-0.717, -5.894, -1.527], [-0.249, -4.463, -1.872], [1.203, -3.953, -1.657], [2.130, -4.339, -2.630], [1.900, -3.881, -3.968], [-2.155, -11.013, -2.662], [-0.957, -10.704, -1.385], [-0.553, -10.722, -3.032], [0.475, -8.828, -2.862], [0.170, -8.402, -1.114], [-0.446, -6.642, -3.519], [1.003, -6.459, -2.494], [-0.360, -6.183, -0.628], [-0.623, -3.954, -0.983], [-0.785, -4.061, -2.732], [1.486, -4.425, -0.716], [1.169, -2.866, -1.593], [1.119, -3.122, -3.927], [1.698, -4.670, -4.692], [2.737, -3.229, -4.217], [-5.479, 5.894, 1.328], [-5.825, 6.555, 0.140], [-6.467, 5.835, -0.969], [-5.629, 4.637, -1.488], [-4.267, 4.670, -1.068], [-3.435, 3.683, -1.744], [-1.921, 3.938, -1.730], [-1.651, 5.218, -2.357], [-0.328, 5.660, -2.058], [-5.441, 6.663, 2.100], [-4.621, 5.242, 1.166], [-6.345, 5.284, 1.583], [-6.689, 6.532, -1.777], [-7.485, 5.536, -0.721], [-5.878, 4.526, -2.544], [-6.041, 3.844, -0.865], [-3.991, 5.637, -0.968], [-3.848, 3.721, -2.752], [-3.716, 2.711, -1.338], [-1.351, 3.237, -2.341], [-1.528, 3.958, -0.714], [0.501, 4.981, -2.255], [-0.028, 5.826, -1.024], [-0.180, 6.574, -2.633], [-1.157, 0.930, -0.228], [-1.372, -0.130, 0.692], [-2.728, -0.866, 0.350], [-2.435, -1.772, -0.768], [-1.040, 0.697, -1.152], [-0.458, -0.712, 0.570], [-1.214, 0.414, 1.624], [-3.525, -0.166, 0.098], [-3.054, -1.572, 1.114], [-3.287, -2.093, -1.071], [-2.235, -6.245, 0.740], [-2.475, -5.013, 1.315], [-3.882, -5.006, 2.047], [-4.917, -5.788, 1.499], [-2.088, -6.256, -0.208], [-1.603, -4.756, 1.916], [-2.512, -4.283, 0.506], [-4.248, -3.979, 2.028], [-3.812, -5.297, 3.095], [-5.615, -5.176, 1.252], [0.688, -2.779, 1.595], [0.288, -2.916, 2.454], [1.625, -2.705, 1.776]],
  "forces_ev_per_angstrom": [[-1.0, 1.3, 0.4], [-0.4, 0.8, -2.2], [-1.2, -0.5, 0.9], [1.6, 0.4, 1.1], [-2.7, 0.6, -1.3], [1.0, -2.4, 2.1], [0.3, 0.6, -0.3], [3.1, 0.2, 0.2], [-3.5, 2.0, 1.0], [0.6, -1.0, 0.3], [-0.8, 0.2, -0.1], [0.6, 0.1, 0.6], [0.8, 0.1, -0.4], [0.9, 0.1, -0.4], [-0.2, -0.3, -1.0], [-0.1, -0.2, 0.7], [0.0, -1.4, -0.4], [-0.1, -0.2, 0.2], [-0.5, 0.7, -0.5], [-1.3, 0.3, -1.1], [0.5, -0.4, 0.4], [0.3, 0.9, -0.4], [0.8, -1.1, 0.9], [1.3, -0.7, -0.7], [1.7, 0.7, 0.1], [-0.6, -0.6, 0.2], [-0.8, -0.2, -1.1], [-0.4, -2.2, 0.5], [1.1, 1.4, -2.3], [-1.0, 0.1, 3.0], [-1.1, -1.6, -1.1], [0.9, -0.7, -0.8], [0.0, 1.4, 1.5], [-0.8, 1.2, 0.2], [-0.4, 0.1, 0.4], [0.4, 0.3, -0.4], [1.0, 0.3, 0.3], [0.1, -0.3, 0.1], [-0.2, 0.4, 0.1], [0.3, -0.5, -0.4], [0.4, 0.4, 0.3], [-0.8, 0.6, -0.2], [0.2, -0.4, -0.1], [0.5, 0.4, 0.1], [-0.1, 0.2, 0.3], [-0.7, -0.3, -0.3], [0.1, 0.0, 0.2], [0.5, -0.6, -0.5], [-1.5, -0.6, -0.4], [-0.5, 0.7, -2.3], [0.9, 0.6, 0.8], [-1.6, -0.1, 2.3], [0.6, 0.9, 0.4], [-0.4, 1.0, -0.6], [-0.4, 1.1, -0.5], [0.7, -0.4, 1.1], [0.3, 0.3, -0.4], [0.6, -0.1, 0.0], [0.2, 0.3, 0.5], [0.0, -0.5, 0.4], [0.8, 0.6, 0.2], [0.0, -0.5, 0.6], [0.4, -0.4, -0.3], [-0.5, -0.9, -0.8], [0.9, -0.2, -0.5], [0.7, -0.6, -0.7], [0.5, -0.2, 0.1], [-0.3, -0.6, 0.3], [0.0, -0.2, 0.2], [-0.3, -0.7, -1.2], [-1.2, 0.5, 0.7], [0.1, -0.1, 0.1], [-0.3, 1.7, -0.4], [0.1, 0.2, -1.6], [1.8, -1.1, 0.2], [0.0, 1.1, 0.3], [-0.1, -0.7, 0.2], [-0.6, -1.2, 0.4], [-1.0, -0.5, 0.5], [0.2, 0.2, 0.0], [0.0, 0.5, 0.7], [0.0, -0.1, -0.2], [0.2, -1.9, 0.8], [-1.4, 0.1, -1.1], [0.8, 0.8, 0.6], [0.1, -0.3, -0.7], [-0.3, 0.6, -0.4], [-0.4, 0.2, 0.7], [-0.1, 0.5, 0.0], [0.4, 0.4, 0.3], [0.4, -0.1, 0.1], [0.0, -0.3, -0.1], [-0.1, 0.0, -0.3], [-0.2, -0.1, 0.2], [0.3, 0.0, 0.0]],
  "lowdin_charge": [-0.067, -0.219, -0.195, -0.246, -0.044, -0.167, -0.157, -0.156, -0.190, 0.085, 0.075, 0.086, 0.103, 0.117, 0.116, 0.108, 0.081, 0.103, 0.101, 0.102, 0.123, 0.078, 0.080, 0.078, -0.101, -0.202, -0.177, -0.194, -0.055, -0.153, -0.225, -0.216, -0.085, 0.082, 0.079, 0.068, 0.108, 0.119, 0.124, 0.107, 0.092, 0.080, 0.117, 0.121, 0.122, 0.079, 0.090, 0.083, -0.122, -0.217, -0.160, -0.232, -0.092, -0.177, -0.184, -0.187, -0.131, 0.089, 0.072, 0.082, 0.109, 0.108, 0.115, 0.110, 0.118, 0.106, 0.113, 0.117, 0.115, 0.077, 0.077, 0.088, -0.110, -0.203, -0.163, -0.106, 0.083, 0.095, 0.118, 0.111, 0.096, 0.076, -0.081, -0.239, -0.228, -0.055, 0.044, 0.105, 0.092, 0.097, 0.108, 0.079, -0.045, 0.035, 0.041]
}

=====

{
  "formula": "C20H20ClN3O3",
  "method": "ωB97M-V/def2-TZVPD",
  "e_homo_ev": -8.71,
  "smiles": "O=C(CN1C(=O)c2cccnc2Oc2ccc(Cl)cc21)NC1CCCCC1",
  "max_force_ev_per_a": 0.74,
  "relative_energy_kcal_mol": 29.81,
  "lumo_energy_ev": 0.37,
  "total_energy_ha": -1624.3685,
  "spin_multiplicity": 1,
  "elements": ["O", "C", "C", "N", "C", "O", "C", "C", "C", "C", "N", "C", "O", "C", "C", "C", "C", "Cl", "C", "C", "N", "C", "C", "C", "C", "C", "C", "H", "H", "H", "H", "H", "H", "H", "H", "H", "H", "H", "H", "H", "H", "H", "H", "H", "H", "H", "H"],
  "coordinates": [[0.998, 1.036, 1.248], [1.195, 1.336, 0.092], [0.059, 1.680, -0.875], [-1.138, 0.923, -0.549], [-2.321, 1.601, -0.638], [-2.347, 2.755, -1.029], [-3.592, 0.917, -0.285], [-4.746, 1.354, -0.932], [-5.983, 0.879, -0.537], [-6.025, -0.001, 0.532], [-4.943, -0.424, 1.159], [-3.759, 0.010, 0.768], [-2.724, -0.474, 1.505], [-1.687, -1.062, 0.814], [-1.364, -2.358, 1.196], [-0.326, -3.047, 0.601], [0.366, -2.431, -0.426], [1.655, -3.263, -1.221], [0.055, -1.146, -0.826], [-0.960, -0.424, -0.196], [2.420, 1.412, -0.464], [3.635, 1.076, 0.254], [4.229, -0.227, -0.286], [5.499, -0.585, 0.481], [6.519, 0.545, 0.384], [5.925, 1.846, 0.916], [4.655, 2.209, 0.150], [0.351, 1.524, -1.919], [-0.203, 2.738, -0.755], [-4.645, 2.079, -1.727], [-6.887, 1.198, -1.031], [-6.959, -0.393, 0.910], [-1.936, -2.799, 1.996], [-0.065, -4.041, 0.925], [0.620, -0.702, -1.628], [2.522, 1.666, -1.434], [3.336, 0.937, 1.297], [4.465, -0.104, -1.347], [3.494, -1.028, -0.192], [5.248, -0.759, 1.529], [5.922, -1.507, 0.080], [6.814, 0.680, -0.660], [7.414, 0.287, 0.953], [6.653, 2.654, 0.824], [5.684, 1.729, 1.974], [4.224, 3.128, 0.549], [4.900, 2.377, -0.903]],
  "forces_ev_per_angstrom": [[-0.2, 0.0, 0.3], [-0.1, 0.2, -0.4], [-0.1, 0.2, 0.2], [0.3, 0.3, 0.1], [0.0, 0.1, -0.1], [-0.1, 0.0, -0.1], [-0.2, -0.2, 0.3], [0.0, -0.2, 0.1], [0.1, 0.0, 0.0], [-0.1, 0.1, -0.2], [0.5, -0.2, 0.4], [-0.6, 0.1, -0.5], [0.4, 0.3, 0.0], [0.2, -0.3, -0.3], [0.0, 0.3, 0.0], [0.0, 0.1, -0.1], [-0.2, 0.2, 0.1], [0.2, -0.2, -0.1], [-0.2, -0.1, 0.0], [-0.3, -0.6, 0.2], [0.3, 0.1, -0.2], [0.1, 0.0, -0.1], [-0.1, 0.0, 0.4], [0.1, 0.0, -0.3], [0.0, -0.1, 0.3], [0.1, 0.0, -0.3], [-0.1, -0.1, 0.4], [0.0, 0.1, 0.1], [0.2, -0.2, -0.1], [0.0, 0.1, 0.0], [-0.1, 0.0, 0.0], [-0.1, 0.0, 0.0], [-0.1, 0.0, 0.1], [0.0, -0.1, 0.0], [0.1, 0.1, -0.1], [-0.2, 0.0, 0.0], [0.1, 0.0, -0.1], [0.0, 0.0, -0.1], [-0.1, 0.0, -0.1], [0.0, -0.1, 0.1], [0.0, -0.1, 0.1], [0.1, 0.0, -0.1], [0.1, 0.0, -0.1], [0.0, 0.0, 0.1], [0.0, 0.0, 0.1], [0.0, 0.0, -0.1], [0.0, 0.0, -0.1]],
  "nbo_charge": [-0.620, 0.673, -0.319, -0.441, 0.688, -0.605, -0.245, -0.101, -0.281, 0.070, -0.436, 0.531, -0.468, 0.245, -0.198, -0.237, -0.023, 0.006, -0.281, 0.208, -0.609, -0.062, -0.403, -0.397, -0.396, -0.396, -0.401, 0.196, 0.278, 0.241, 0.225, 0.198, 0.237, 0.232, 0.229, 0.392, 0.233, 0.189, 0.222, 0.199, 0.211, 0.192, 0.210, 0.210, 0.199, 0.216, 0.188]
}

=====

{
  "formula": "C2HBrCl2F2",
  "method": "ωB97M-V/def2-TZVPD",
  "e_homo_ev": -11.12,
  "smiles": "F[C@@H](Cl)[C@](F)(Cl)Br",
  "max_force_ev_per_a": 3.25,
  "relative_energy_kcal_mol": 21.52,
  "lumo_energy_ev": 0.20,
  "total_energy_ha": -3770.9094,
  "spin_multiplicity": 1,
  "elements": ["F", "C", "Cl", "C", "F", "Cl", "Br", "H"],
  "coordinates": [[0.117, 0.591, 1.257], [0.038, -0.439, 0.431], [0.983, -1.699, 1.106], [-1.370, -0.969, 0.198], [-1.851, -1.916, 1.182], [-1.385, -1.829, -1.391], [-2.716, 0.446, 0.282], [0.399, -0.031, -0.646]],
  "forces_ev_per_angstrom": [[-0.5, 1.2, 1.0], [0.6, 0.8, -3.1], [1.0, -1.0, 0.0], [-2.5, -1.6, 0.7], [1.4, 1.7, -1.7], [-0.1, 0.5, 1.0], [0.6, -0.3, -0.3], [-0.5, -1.3, 2.4]],
  "nbo_charge": [-0.315, 0.073, 0.039, 0.224, -0.351, 0.016, 0.095, 0.218]
}

=====

{
  "formula": "C5H11NO2",
  "method": "ωB97M-V/def2-TZVPD",
  "charge": 1,
  "e_homo_ev": [-14.75, -14.75],
  "max_force_ev_per_a": 2.44,
  "relative_energy_kcal_mol": 33.82,
  "lumo_energy_ev": [-3.62, -8.14],
  "total_energy_ha": -402.0012,
  "spin_multiplicity": 2,
  "elements": ["C", "C", "O", "C", "N", "C", "C", "O", "H", "H", "H", "H", "H", "H", "H", "H", "H", "H", "H"],
  "coordinates": [[-0.516, 0.442, -1.416], [0.861, 0.273, -2.033], [1.775, -0.540, -1.301], [-0.565, -0.382, -0.106], [-0.459, 0.374, 1.123], [-1.222, -0.143, 2.236], [0.648, 1.266, 1.386], [-0.880, -1.531, -0.042], [-1.356, -0.010, -1.958], [-0.866, 1.461, -1.256], [0.777, -0.148, -3.039], [1.344, 1.247, -2.084], [1.373, -1.387, -1.107], [-0.963, -1.168, 2.571], [-1.065, 0.499, 3.092], [-2.214, -0.420, 1.861], [1.122, 1.020, 2.344], [0.223, 2.257, 1.577], [1.422, 1.156, 0.635]],
  "forces_ev_per_angstrom": [[-0.9, -1.1, 1.5], [0.9, 0.0, -1.0], [-0.4, 0.6, 0.7], [-1.2, 1.1, -1.9], [0.7, -1.5, 1.7], [-0.1, -0.5, -0.3], [0.0, -0.1, 0.5], [0.4, 0.1, 0.4], [0.5, -0.2, -0.4], [0.5, 0.2, 0.2], [-0.1, 0.3, 0.0], [0.0, -0.1, -0.2], [0.1, -0.5, -0.3], [0.9, 0.2, -0.4], [-0.7, 0.3, 0.1], [-0.3, 0.9, 0.4], [-0.3, -0.3, 0.0], [0.2, 0.2, -0.5], [-0.2, 0.5, -0.4]],
  "nbo_charge": [-0.543, -0.079, -0.704, 0.691, -0.043, -0.483, -0.478, -0.434, 0.270, 0.245, 0.207, 0.204, 0.474, 0.311, 0.255, 0.281, 0.270, 0.280, 0.275]
}